This record from the Open Molecules 2025 dataset describes a cluster of 2 separate species, C34H40NO2Si in total. The level of theory is ωB97M-V/def2-TZVPD.

Last column: Mulliken charge in e.
Geometry (Å):
C 0.79956 1.40662 -0.28011  -0.67
Si -0.44668 1.74105 1.05612  0.86
C 0.13697 3.07906 2.19943  -1.27
C -2.12815 2.10384 0.33742  -1.09
O -0.51969 0.26174 1.79569  -0.83
C -0.93738 -0.41811 2.95612  4.20
C 0.30016 -0.68750 3.84254  -0.95
C 1.59624 -0.69246 3.31735  -0.19
C 2.68778 -0.86960 4.17954  -1.03
C 2.48229 -1.07440 5.54793  -0.61
C 1.18041 -1.15514 6.05228  -1.09
C 0.09419 -0.95746 5.20132  -0.12
C -1.99441 0.47080 3.66810  0.06
C -1.57488 1.42394 4.60130  -0.18
C -2.48820 2.34026 5.13902  -1.01
C -3.79155 2.39923 4.64024  -0.47
C -4.21011 1.46607 3.69103  -0.93
C -3.32690 0.47747 3.23625  -0.31
C -1.52637 -1.79037 2.51770  -1.58
C -0.88675 -3.11460 2.99072  -0.87
C -1.46004 -4.15307 2.00957  -0.75
C -2.18858 -3.33356 0.93136  -0.16
N -1.60413 -2.00230 1.09877  0.35
H 0.70996 2.14847 -1.08345  0.47
H 1.81596 1.45399 0.12776  0.35
H 0.65061 0.40990 -0.70714  -0.38
H 0.50701 3.90810 1.57767  0.45
H -0.66024 3.46772 2.84304  0.31
H 0.96243 2.73763 2.83601  0.27
H -1.99696 2.83863 -0.47420  0.46
H -2.58443 1.19724 -0.08910  0.24
H -2.81411 2.52207 1.08884  0.26
H 1.75582 -0.53891 2.24668  0.35
H 3.69786 -0.84858 3.76905  0.43
H 3.33309 -1.18443 6.22268  0.42
H 0.99289 -1.37273 7.10403  0.43
H -0.92623 -0.99094 5.59244  0.54
H -0.52523 1.46807 4.91117  0.47
H -2.15487 3.01847 5.92731  0.38
H -4.48088 3.16149 5.00249  0.42
H -5.22220 1.49716 3.28320  0.41
H -3.67664 -0.27462 2.52727  0.20
H -2.54782 -1.84619 2.92823  0.42
H 0.20345 -3.05768 2.86760  0.23
H -1.10518 -3.32552 4.04646  0.47
H -0.63809 -4.71928 1.55419  0.32
H -2.13401 -4.86781 2.50128  0.31
H -2.04404 -3.71684 -0.07883  -0.25
H -3.27744 -3.33288 1.13019  0.53
H -2.08048 -1.25758 0.59273  0.03
C 3.26871 -7.70761 -3.32325  -0.80
O 3.54585 -6.80387 -2.22556  -0.39
C 2.68087 -5.77667 -1.99703  0.75
C 2.88653 -5.01548 -0.82071  -0.82
C 1.97338 -4.06353 -0.44132  -0.13
C 0.87748 -3.70945 -1.29254  1.23
C 0.04940 -2.59690 -0.98624  -0.43
C -0.76471 -1.99732 -2.03358  0.85
C -0.26833 -0.87455 -2.73887  -0.09
C -0.97905 -0.32669 -3.79898  -0.94
C -2.19713 -0.90366 -4.19812  -0.47
C -2.69896 -2.01924 -3.51034  -0.94
C -1.96798 -2.59670 -2.47467  0.13
C 0.70954 -4.47793 -2.49369  -0.57
C 1.61406 -5.44850 -2.86629  -0.82
H 4.04425 -8.46852 -3.23366  0.25
H 2.27028 -8.15758 -3.22671  0.37
H 3.35192 -7.18805 -4.28724  0.34
H 3.77743 -5.23216 -0.23629  0.45
H 2.07891 -3.53698 0.50911  0.51
H 0.30919 -2.00600 -0.10261  -0.53
H 0.71287 -0.47471 -2.46343  0.55
H -0.58155 0.55333 -4.31102  0.45
H -2.74619 -0.49786 -5.05200  0.40
H -3.66654 -2.45442 -3.78152  0.43
H -2.31704 -3.51746 -2.00117  0.46
H -0.14620 -4.27746 -3.13980  0.45
H 1.50797 -5.96355 -3.82470  0.42

Values from the calculation:
- Kohn-Sham gap (eV) = 5.815
- charge = +1
- LUMO level (eV) = -5.117
- energy relative to the best compared isomer or geometry (same formula, charge and spin) (kcal per mole) = 0.0
- HOMO level (eV) = -10.9

---

This record from the Open Molecules 2025 dataset describes a structure of composition C34H41AsHoP2S3. The level of theory is ωB97M-V/def2-TZVPD.

Last column: Mulliken charge in e.
Geometry (Å):
Ho 0.46814 -0.37496 -0.81618  0.46
C -3.09066 -1.86645 -3.72290  -1.60
C -2.29421 -0.91096 -2.87040  0.79
S -1.76192 -1.61882 -1.32775  -0.09
C -2.04391 0.34275 -3.26133  0.32
C -2.41682 0.96653 -4.58267  -1.51
S 0.77728 1.32554 -2.75465  -0.42
H -3.83348 -2.37345 -3.10573  0.38
H -2.43790 -2.64240 -4.13031  0.23
H -3.60413 -1.37320 -4.54575  0.44
H -2.65247 0.21577 -5.33459  0.46
H -1.58282 1.56188 -4.96268  0.33
H -3.27699 1.63560 -4.48440  0.31
C -1.08051 1.86043 2.26355  -1.01
C -1.43132 0.41269 1.87078  -0.59
P -0.09539 -0.70766 2.48403  0.96
C -0.18454 -2.21590 1.44517  -0.05
C 0.99172 -2.66847 0.83066  -0.56
C 1.02722 -3.90315 0.18016  -0.73
C -0.10879 -4.68928 0.14211  -0.58
C -1.28306 -4.24758 0.74844  -0.65
C -1.32118 -3.02488 1.39524  -0.42
C -0.72529 -1.35163 4.07648  1.02
C -0.22635 -2.55736 4.57382  -0.73
C -0.61612 -3.01373 5.82417  -0.67
C -1.49775 -2.26759 6.59919  -0.56
C -1.98720 -1.06367 6.11795  -0.70
C -1.60111 -0.60564 4.86266  -0.79
C -0.05279 2.53517 1.33519  -1.09
P 1.51993 1.60387 1.02300  1.09
C 2.51762 1.93990 2.55619  0.69
C 2.32579 1.25716 3.76359  -0.18
C 3.04034 1.60178 4.90560  -1.04
C 3.96654 2.63338 4.87168  -0.52
C 4.17348 3.31798 3.68351  -0.86
C 3.46167 2.97681 2.53999  -0.82
C 2.40415 2.63452 -0.19384  0.59
C 3.48243 2.02670 -0.83438  -0.22
C 4.19766 2.69918 -1.81339  -0.78
C 3.83025 3.99384 -2.16481  -0.55
C 2.76365 4.60802 -1.52410  -0.84
C 2.05386 3.93095 -0.53969  -0.43
H -0.71392 1.89573 3.29317  0.37
H -1.98790 2.46428 2.24359  0.45
H -1.54424 0.34238 0.78280  0.20
H -2.39248 0.09273 2.26979  0.77
H 1.91883 -2.11202 0.96946  0.66
H 1.95041 -4.26035 -0.25486  0.75
H -0.08307 -5.65500 -0.35172  0.44
H -2.17279 -4.86466 0.71558  0.45
H -2.23402 -2.69780 1.88173  0.42
H 0.46286 -3.15094 3.98128  0.40
H -0.23127 -3.95555 6.19525  0.42
H -1.80331 -2.62697 7.57422  0.40
H -2.67532 -0.47798 6.71504  0.42
H -1.99876 0.33786 4.50368  0.23
H 0.22398 3.50865 1.73615  0.69
H -0.51043 2.70183 0.35943  0.53
H 1.62007 0.44508 3.83600  0.45
H 2.86565 1.05316 5.82473  0.45
H 4.52450 2.89996 5.76222  0.39
H 4.89474 4.12711 3.63741  0.43
H 3.65235 3.53481 1.63695  0.34
H 3.77238 1.01858 -0.55993  0.52
H 5.03671 2.21956 -2.30258  0.45
H 4.37663 4.52255 -2.93618  0.40
H 2.47652 5.61651 -1.79613  0.43
H 1.21559 4.42269 -0.05880  0.36
C 2.08133 -3.82171 -3.01997  -1.29
As 1.64700 -1.94328 -2.87777  0.60
C 0.77372 -1.74714 -4.60127  -1.03
C 3.39640 -1.17369 -3.29020  -1.19
S -1.20431 1.44385 -2.15857  -0.26
H 2.42692 -4.00273 -4.03172  0.47
H 1.19415 -4.41774 -2.82234  0.33
H 2.86465 -4.09401 -2.31720  0.38
H 1.51407 -1.95233 -5.37079  0.51
H 0.38340 -0.73955 -4.71029  0.20
H -0.03789 -2.46732 -4.67751  0.26
H 3.83228 -1.69739 -4.13824  0.45
H 4.06981 -1.25469 -2.43809  0.36
H 3.26694 -0.12319 -3.54204  0.32

Values from the calculation:
- Kohn-Sham gap (spin up / spin down) (eV) = 7.496 / 7.601
- 2S+1 = 5
- charge = +1
- LUMO level (spin up / spin down) (eV) = -2.760 / -2.672
- HOMO level (spin up / spin down) (eV) = -10.3 / -10.3

---

This record from the Open Molecules 2025 dataset describes a cluster of 2 separate species, C34H41BNO2 in total. The level of theory is ωB97M-V/def2-TZVPD.

Last column: Mulliken charge in e.
Geometry (Å):
C 8.39861 -1.58266 12.08217  -0.79
O 8.95717 -0.26253 11.87771  -0.43
C 8.82734 0.29300 10.63762  0.89
C 9.20798 1.65208 10.47808  -0.80
C 9.02517 2.28736 9.26007  -0.39
C 8.54227 1.60036 8.11460  0.11
C 8.28754 2.24824 6.81202  0.11
C 7.95310 3.64162 6.75207  -0.26
C 7.70620 4.47886 5.66248  -0.08
C 7.80159 5.93186 5.81461  0.34
C 7.82886 6.84055 4.70932  -0.21
C 7.86910 8.23302 4.90966  -0.64
C 7.83892 8.77887 6.19872  -0.35
C 7.85719 7.91166 7.30281  -0.72
C 7.84138 6.52650 7.10978  -0.35
C 8.36239 1.46290 5.59661  0.04
C 9.30090 0.40978 5.41653  -0.40
C 9.47422 -0.21162 4.20036  -0.95
C 8.69454 0.21722 3.09338  0.74
O 8.78398 -0.48696 1.92991  -0.45
C 7.87321 -0.05004 0.88927  -0.58
C 7.80563 1.31672 3.24822  0.01
C 7.49391 1.74407 4.52022  -1.02
C 8.22630 0.23148 8.29120  -0.47
C 8.33731 -0.42100 9.51350  -0.70
H 8.63728 -1.79945 13.12024  0.25
H 7.30661 -1.58772 11.92850  0.36
H 8.87746 -2.32121 11.42058  0.32
H 9.63060 2.17810 11.33498  0.43
H 9.27867 3.34191 9.18325  0.50
H 7.92319 4.06456 7.75507  0.27
H 7.51085 4.07636 4.66703  0.35
H 7.77472 6.43775 3.69479  0.38
H 7.89861 8.91044 4.05145  0.37
H 7.82022 9.86227 6.35127  0.38
H 7.85563 8.30042 8.31852  0.39
H 7.77572 5.88903 7.99611  0.27
H 9.88210 0.07462 6.27523  0.57
H 10.16884 -1.04896 4.08596  0.43
H 7.99513 -0.77117 0.08694  0.31
H 6.82869 -0.04271 1.24662  0.22
H 8.17286 0.95292 0.54719  0.31
H 7.29680 1.77532 2.39267  0.11
H 6.56265 2.29772 4.69514  1.16
H 7.84659 -0.34331 7.45210  0.50
H 8.08021 -1.48362 9.59011  0.32
C 2.13919 1.44882 2.75034  -1.07
C 2.59100 2.88782 2.55906  -0.41
N 3.42565 2.96446 1.25491  0.28
C 2.55845 2.35175 0.20025  -0.13
C 1.29862 2.92255 0.06225  0.04
C 0.43149 2.42578 -0.90861  -0.92
C 0.83555 1.38210 -1.74567  -0.52
C 2.10508 0.83417 -1.60846  -0.73
C 2.97490 1.30758 -0.60932  -0.13
C 3.56171 4.44033 0.82022  0.78
C 3.99035 4.48128 -0.64488  -1.31
C 4.51979 5.22711 1.68972  -1.55
B 4.88013 2.39241 1.69529  1.01
H 5.29495 2.95551 2.80891  -0.52
H 1.70293 1.31520 3.74255  0.47
H 1.36371 1.16890 2.02417  0.27
H 2.97260 0.74260 2.65888  0.12
H 1.71372 3.54414 2.43213  0.43
H 3.21850 3.24463 3.39436  0.42
H 1.00059 3.76398 0.71166  0.22
H -0.54837 2.88669 -1.00149  0.42
H 0.16071 1.01451 -2.51593  0.40
H 2.45024 0.04443 -2.26813  0.44
H 3.95993 0.86578 -0.47862  0.43
H 2.54440 4.85817 0.90824  0.21
H 4.20446 5.51485 -0.93395  0.49
H 4.88999 3.86798 -0.82079  0.17
H 3.19873 4.15316 -1.33301  0.30
H 4.36843 6.28842 1.45237  0.52
H 4.31170 5.08806 2.75767  0.29
H 5.56633 4.94971 1.47119  0.26
H 4.82063 1.19415 1.89315  -0.31
H 5.73056 2.68309 0.87164  -0.23

Values from the calculation:
- Kohn-Sham gap (eV) = 6.115
- charge = +1
- LUMO level (eV) = -4.852
- HOMO level (eV) = -11.0